[1]
Formula: C6H20IN6O4
Source: OMol25
Level of theory: ωB97M-V/def2-TZVPD

```
37
Properties=species:S:1:pos:R:3:forces:R:3
I 0.52598 0.26570 -1.07256 -0.1 0.1 0.2
C 3.69729 -4.26611 2.38056 1.1 -1.3 0.3
C 4.62959 -3.08317 2.08701 1.2 -2.5 -1.9
C 5.39765 -3.05778 0.73737 0.0 0.2 -0.4
O 3.83214 -2.02003 2.16421 -1.2 4.0 1.1
H 4.05167 -5.26157 2.11302 0.3 0.0 -0.6
H 2.73609 -4.11378 1.88965 0.0 0.0 0.2
H 3.60262 -4.40094 3.45804 -0.5 0.6 0.1
H 5.47128 -2.97789 2.77153 -0.5 0.0 0.8
H 5.78204 -2.04656 0.60404 0.0 0.2 0.3
H 4.80367 -3.20357 -0.16487 -0.3 -0.4 0.1
H 6.28986 -3.68103 0.67721 -0.2 -0.4 0.2
H 3.07883 -2.01688 1.56914 0.1 -0.2 -0.3
C 0.91544 4.85887 2.58999 2.3 2.8 2.7
O 0.90174 5.74415 3.43702 0.0 0.6 0.6
N 2.02588 4.30666 2.13915 2.9 -1.4 -0.8
N -0.11156 4.42172 1.98683 -4.8 -2.1 -2.4
H 1.93721 3.47115 1.57865 0.5 0.1 0.0
H 2.91650 4.50388 2.57275 -0.4 -0.1 0.0
H 0.01416 3.58508 1.43517 -0.8 0.2 -0.2
H -1.02781 4.78328 2.21012 0.3 -0.3 -0.1
C -5.07712 -1.20355 1.78090 -3.1 -0.4 -1.6
O -6.27997 -1.16031 1.82205 -2.5 -0.4 0.0
N -4.39264 -1.80579 0.81944 1.6 -1.7 -2.4
N -4.33859 -0.63537 2.65187 3.9 1.9 3.2
H -4.88118 -2.39652 0.16182 0.0 0.5 0.2
H -3.52449 -1.39734 0.50385 -0.1 -0.2 0.0
H -3.38577 -0.96316 2.58259 0.1 0.7 0.9
H -4.69163 -0.08590 3.42229 0.1 -0.3 -0.4
C -3.48188 1.32920 -6.21016 2.3 -0.1 1.0
O -4.20029 0.45209 -5.88358 -2.9 -2.4 0.7
N -2.37338 1.64489 -5.57889 2.7 0.5 2.8
N -3.50025 2.00580 -7.31795 -2.4 2.3 -5.1
H -1.84106 2.44640 -5.88600 0.1 -0.5 0.6
H -2.17983 1.18825 -4.69904 0.2 0.3 -0.1
H -2.95885 2.83962 -7.49605 -0.2 -0.4 0.2
H -4.36325 1.93055 -7.83725 0.2 0.1 -0.1
```
Positions in Å, forces in eV/Å.

Properties
- Charge: -1
- Electronic energy: -31781.609 eV
- Frontier orbital gap: 6.80 eV
- ΔE to the lowest compared entry with this formula, charge and spin: 72.32 kcal per mole


[2]
Formula: C13H16
Source: OMol25
Level of theory: ωB97M-V/def2-TZVPD

```
29
Properties=species:S:1:pos:R:3:forces:R:3
C -3.55919 1.09742 -0.01793 -1.0 1.6 -0.4
C -2.76130 1.34217 -1.12270 0.5 1.3 0.3
C -3.07731 0.47465 1.08082 -1.3 -1.7 1.9
C -1.47795 0.82525 -1.15248 0.2 -1.8 0.4
C -1.78009 -0.05751 1.08194 -0.4 -1.4 0.4
C -0.99572 -0.01458 -0.08498 -1.8 1.2 0.6
C 1.38673 0.60074 -0.42272 0.4 -0.7 -0.9
C 1.67312 1.93303 -0.11556 -2.1 -5.1 -1.0
C 0.35961 -0.55025 -0.00171 1.7 3.4 0.6
C 0.79053 -1.67173 0.56176 1.0 -1.3 -0.3
C 2.56775 2.59913 -1.08770 1.3 0.8 1.6
C 2.30534 -2.03585 0.57703 -2.0 -2.8 -0.4
C -0.02839 -2.89199 0.86863 -1.0 -0.9 -0.2
H -4.54510 1.57739 0.03618 0.3 -0.4 -0.1
H -3.08131 2.19908 -1.73792 0.2 -1.1 -0.5
H -3.89014 0.27363 1.88449 2.1 0.4 -0.9
H -0.87932 0.86487 -2.04754 0.2 0.5 -0.1
H -1.45006 -0.68849 1.95364 -0.2 1.0 -1.0
H 1.88227 0.09043 -1.31273 0.1 1.3 0.9
H 1.02856 2.30911 0.66258 0.3 0.9 0.2
H 3.23299 3.34325 -0.58438 -0.2 -0.6 -0.4
H 2.00401 3.15896 -1.79336 -0.5 0.4 -0.9
H 3.14998 1.78992 -1.53889 0.1 0.6 -0.3
H 2.36940 -2.80772 -0.26760 0.2 0.9 0.9
H 2.72171 -2.60512 1.46267 -0.8 1.1 -0.7
H 2.85267 -1.20944 0.30010 1.6 1.7 -0.3
H 0.64602 -3.68950 1.11086 0.4 -0.5 0.4
H -0.64459 -3.34053 0.08229 0.4 0.6 -0.8
H -0.80020 -2.91628 1.62524 0.2 0.8 0.8
```
Positions in Å, forces in eV/Å.

Properties
- Charge: 0
- Electronic energy: -13737.488 eV
- Frontier orbital gap: 9.11 eV
- ΔE to the lowest compared entry with this formula, charge and spin: 45.47 kcal per mole


[3]
Formula: C20H18FN3O5S2
Source: OMol25
Level of theory: ωB97M-V/def2-TZVPD

```
49
Properties=species:S:1:pos:R:3:forces:R:3
C 4.67517 3.92219 2.04657 -0.4 -0.2 0.1
C 3.29665 3.80417 2.68044 0.4 0.4 0.3
H 3.38091 3.79344 3.77224 -0.1 0.1 -0.2
H 2.64495 4.62120 2.36392 0.0 -0.1 0.1
O 2.63126 2.61481 2.25448 -0.1 -0.1 -0.1
C 2.92076 1.49309 2.91402 0.1 0.0 0.2
O 3.66603 1.43470 3.86268 0.0 0.0 0.0
C 2.20522 0.31009 2.38657 -0.2 -0.1 -0.3
C 2.16486 -0.84211 3.16294 0.1 0.6 -0.2
N 1.56069 -1.95318 2.78643 -0.1 -0.4 0.1
C 0.97133 -1.91894 1.60099 0.2 0.1 0.3
N 0.93389 -0.88595 0.76779 0.0 0.4 -0.2
C 1.54922 0.22757 1.13042 0.0 -0.7 0.8
O 1.58335 1.29200 0.34452 0.1 0.1 -0.2
C 0.95046 1.42744 -0.87205 -0.3 0.2 -0.6
C 0.46310 0.38950 -1.64979 0.1 -0.2 -0.2
C -0.20107 0.68296 -2.83835 0.6 0.9 0.3
C -0.34599 1.99721 -3.26328 0.1 -0.1 0.0
C 0.17495 3.02176 -2.49162 0.0 -0.1 0.0
C 0.81592 2.74753 -1.29898 0.1 -0.2 0.3
H 1.21201 3.53286 -0.67566 0.1 0.1 0.1
H 0.07058 4.04459 -2.81875 0.0 0.1 0.0
H -0.88215 2.19509 -4.17580 0.0 0.1 -0.1
N -0.79993 -0.34015 -3.58895 -0.9 -0.3 -0.5
S -2.48611 -0.38726 -3.46110 0.1 -0.3 0.3
O -2.90836 -1.57625 -4.13235 0.2 -0.2 0.2
O -3.00426 0.87737 -3.87261 0.2 0.2 0.3
C -2.66917 -0.58327 -1.68837 -0.1 0.2 -0.8
C -2.56215 0.53249 -0.87918 -0.1 0.1 0.1
C -2.51629 0.37169 0.49489 0.0 -0.2 0.1
C -2.58706 -0.91079 1.01289 0.0 0.0 -0.2
C -2.72518 -2.03127 0.21015 -0.1 0.1 0.1
C -2.74983 -1.85801 -1.16229 -0.1 -0.1 0.0
H -2.83766 -2.69602 -1.83518 0.0 -0.2 0.0
H -2.79235 -3.00947 0.65690 0.0 0.0 0.0
F -2.51896 -1.07509 2.34659 0.0 0.0 -0.1
H -2.42069 1.21605 1.15881 0.0 0.1 0.1
H -2.52175 1.51005 -1.33163 0.0 0.2 0.0
H -0.43101 -1.26172 -3.39813 0.0 -0.2 0.0
H 0.56732 -0.63343 -1.32859 -0.1 0.1 0.0
S 0.18817 -3.35779 1.03810 -0.1 -0.5 0.0
C 0.42506 -4.43490 2.47991 0.0 0.3 -0.3
H -0.07062 -3.98886 3.33539 0.0 -0.1 0.1
H 1.48680 -4.54020 2.67331 0.0 -0.1 0.1
H -0.02032 -5.39151 2.22856 -0.1 -0.1 0.0
H 2.64594 -0.85707 4.13176 0.1 0.1 0.0
H 5.31227 3.11131 2.39130 0.1 0.0 0.0
H 5.12685 4.86863 2.32948 0.1 0.1 0.0
H 4.59588 3.87351 0.96305 0.0 0.0 -0.1
```
Positions in Å, forces in eV/Å.

Properties
- Charge: 0
- Electronic energy: -60128.006 eV
- Frontier orbital gap: 8.98 eV
- ΔE to the lowest compared entry with this formula, charge and spin: 0.16 kcal per mole


[4]
Formula: C16H17IN4O4Pt
Source: OMol25
Level of theory: ωB97M-V/def2-TZVPD

```
43
Properties=species:S:1:pos:R:3:forces:R:3
Pt 0.76852 0.94595 -1.31299 -0.1 0.4 -0.5
O 4.58794 1.97578 -0.78395 0.0 0.0 -0.1
C 3.44201 1.91064 -1.17654 0.1 -0.1 0.0
O 2.88899 0.87508 -1.72989 0.0 -0.2 0.1
C 2.47832 3.10585 -0.98601 -0.3 -0.1 0.0
O 2.79239 4.25924 -1.09195 0.2 0.1 0.1
O 1.23821 2.73002 -0.66913 0.1 0.4 -0.1
C 1.19005 1.23990 5.09745 0.0 0.0 0.0
C 1.03378 0.97994 3.62762 0.0 0.0 0.0
C 2.12719 0.72554 2.81084 0.0 0.0 0.0
C 1.93551 0.48116 1.46289 0.0 -0.1 0.1
N 0.72324 0.46693 0.90257 -0.1 -0.1 0.1
C -0.33499 0.71695 1.67738 0.0 -0.1 0.0
C -0.22301 0.97527 3.02878 0.0 0.0 0.0
H 2.23946 1.29244 5.38031 0.0 0.0 0.0
H 0.71794 0.44351 5.67521 0.0 0.0 0.0
H 0.70752 2.17652 5.37846 0.0 0.0 0.0
H 3.13265 0.73387 3.21020 0.0 0.0 0.0
H 2.77486 0.30185 0.80126 0.0 0.0 0.0
H -1.29797 0.70567 1.18234 0.0 0.0 0.0
H -1.11279 1.18380 3.60926 0.0 0.0 0.0
I -1.08181 2.31795 -2.87362 0.0 -0.5 0.3
C -2.83861 1.44271 -2.09823 -0.1 0.2 -0.1
C -4.06516 1.88874 -2.58209 0.0 0.0 0.0
C -5.20529 1.30260 -2.06679 0.0 0.0 0.0
C -5.07767 0.30541 -1.10852 0.0 0.0 0.0
C -3.80647 -0.04955 -0.69906 0.0 0.0 0.0
N -2.69530 0.51478 -1.18190 0.0 -0.1 0.0
H -4.11550 2.66614 -3.33046 0.0 0.0 0.0
H -6.18239 1.61930 -2.40751 0.0 0.0 0.0
H -5.94550 -0.18305 -0.68830 0.0 0.0 0.0
H -3.65795 -0.81823 0.05075 0.0 0.0 0.0
C 0.25636 -4.16863 -0.79889 0.0 0.0 0.0
N 1.07847 -3.28669 -1.61774 0.0 0.0 -0.1
C 2.31838 -3.80876 -2.18662 0.0 0.0 0.0
C 0.75234 -2.03571 -1.78375 -0.2 0.0 0.0
N 0.42680 -0.93750 -1.94923 0.2 -0.1 0.2
H 0.01064 -5.06720 -1.36605 0.0 0.0 0.0
H -0.66267 -3.65685 -0.52722 0.0 0.0 0.0
H 0.79331 -4.45327 0.10752 0.0 0.0 0.0
H 2.09379 -4.63282 -2.86522 0.0 0.0 0.0
H 2.96945 -4.16737 -1.38853 0.0 0.0 0.0
H 2.82493 -3.01791 -2.73264 0.0 0.0 0.0
```
Positions in Å, forces in eV/Å.

Properties
- Charge: 0
- Electronic energy: -42363.815 eV
- Frontier orbital gap: 7.67 eV
- ΔE to the lowest compared entry with this formula, charge and spin: 55.93 kcal per mole